Here is C2H9N4 as an isolated structure from the OMol25 dataset. Energies are from wB97M-V/def2-TZVPD.

```
! wB97M-V def2-TZVPD RIJCOSX def2/J DEFGRID3
* xyz 1 1
C -0.10292 0.98128 -1.10221
C 0.61784 0.28439 0.07675
N -0.63973 0.81674 0.32435
N 1.73333 0.42848 0.67232
N 0.31131 -1.56156 -0.23065
N -1.80572 0.20074 0.83634
H 0.15989 2.02762 -1.40788
H -0.56439 0.33748 -1.89050
H 2.64314 0.62415 0.15094
H 1.72365 0.50444 1.68141
H -0.09539 -2.00007 0.57597
H -0.41640 -1.63640 -0.84365
H 1.26409 -1.98874 -0.51216
H -2.61945 -0.05247 0.22245
H -2.20926 1.03392 1.44652
*
```

Values from the calculation:
HOMO: -13.77 eV
total energy: -8170.4319 eV

Atomic partial charges in e from the Mulliken method, atoms 1 to 6: atom 1 (C): -0.5464, atom 2 (C): 0.5297, atom 3 (N): -0.0191, atom 4 (N): -0.3211, atom 5 (N): -0.5885, atom 6 (N): -0.6280



Here is C2H9N4 as an isolated structure from the OMol25 dataset. Energies are from wB97M-V/def2-TZVPD.

```
! wB97M-V def2-TZVPD RIJCOSX def2/J DEFGRID3
* xyz 1 1
C -1.58173 -0.18228 -0.01036
C 2.01971 -0.13670 0.61326
N -1.60340 -1.39332 -0.13739
N -2.47501 0.72333 0.28224
N 0.01629 0.76637 -0.27167
N 1.12434 -0.05339 -0.56802
H 1.56460 -0.76269 1.37716
H 2.98956 -0.54202 0.32762
H 2.14431 0.86910 1.01431
H -0.86237 -2.02145 -0.38310
H -3.40203 0.42692 0.55004
H -2.18272 1.66412 0.48593
H -0.25219 1.31758 -1.08065
H 0.83571 -1.01720 -0.84541
H 1.66493 0.34165 -1.35396
*
```

Values from the calculation:
HOMO: -14.21 eV
total energy: -8171.5474 eV

Atomic partial charges in e from the Mulliken method, atoms 1 to 6: atom 1 (C): 0.6672, atom 2 (C): -0.7592, atom 3 (N): -0.5309, atom 4 (N): -0.3696, atom 5 (N): -0.6964, atom 6 (N): 0.0547



Here is a 2-piece molecular cluster, C2H9N4 overall from the OMol25 dataset. Energies are from wB97M-V/def2-TZVPD.

```
! wB97M-V def2-TZVPD RIJCOSX def2/J DEFGRID3
* xyz 1 1
C -1.40569 0.90456 1.05146
C 2.00100 -1.82555 -0.89913
N -0.63930 0.59323 0.02130
N -0.89319 1.57612 2.07036
N 1.59788 -0.61342 -1.15850
N -1.01015 -0.30115 -0.98614
H -2.43869 0.75314 0.91614
H 3.02511 -2.00526 -1.11103
H 1.22559 -2.53179 -0.68627
H 0.36346 0.61453 -0.00351
H -1.61785 1.82923 2.80032
H -0.00771 1.31009 2.49754
H 2.33560 -0.09016 -1.47320
H -0.54273 -0.10594 -1.88965
H -1.99334 -0.10763 -1.14969
*
```

Values from the calculation:
HOMO: -13.68 eV
total energy: -8171.8789 eV

Atomic partial charges in e from the Mulliken method, atoms 1 to 6: atom 1 (C): 0.1273, atom 2 (C): -0.3298, atom 3 (N): 0.1382, atom 4 (N): -0.3863, atom 5 (N): -0.4200, atom 6 (N): -0.5851



Here is a 2-piece molecular cluster, C2H9N5O overall from the OMol25 dataset. Energies are from wB97M-V/def2-TZVPD.

```
! wB97M-V def2-TZVPD RIJCOSX def2/J DEFGRID3
* xyz 0 1
N -1.67146 -0.75062 0.69390
C -1.43388 -0.77780 -0.56399
N -0.18760 -0.86156 -1.13944
N -2.49918 -0.68234 -1.44804
H -0.85689 -0.99363 1.24889
H 0.75491 -0.79747 -0.49159
H -0.17697 -1.09340 -2.12275
H -2.32501 -0.13057 -2.27451
H -3.35468 -0.42457 -0.97697
C 1.76145 0.54521 1.62242
N 1.65557 0.49630 0.17992
N 0.71055 1.46841 -0.52088
O -0.17864 1.87916 0.14905
H 1.85055 -0.45939 2.03738
H 0.83341 0.99888 1.99485
H 2.59773 1.16431 1.95008
H 2.52013 0.41908 -0.33832
*
```

Values from the calculation:
SMILES string: N=C(N)N.CNN=O
HOMO: -8.55 eV
total energy: -11715.0594 eV

Atomic partial charges in e from the Mulliken method, atoms 1 to 6: atom 1 (N): -0.7337, atom 2 (C): 0.6654, atom 3 (N): -0.4738, atom 4 (N): -0.5949, atom 5 (H): 0.2308, atom 6 (H): 0.3367



Here is a 2-piece molecular cluster, C2H9N5O2 overall from the OMol25 dataset. Energies are from wB97M-V/def2-TZVPD.

```
! wB97M-V def2-TZVPD RIJCOSX def2/J DEFGRID3
* xyz 2 1
C 0.36654 -1.31676 0.47583
C 0.01164 -0.18879 1.01516
N -0.51258 0.60021 1.85460
N -0.32560 1.04327 -1.17231
N 1.58697 -1.63300 -0.26393
N -0.60679 0.47959 3.15911
N -0.17923 0.40326 -2.44907
O 1.72507 -1.04511 -1.29091
O 2.32136 -2.41638 0.17593
H -0.48533 -1.97175 0.10086
H -0.95041 1.53794 1.40306
H 0.42713 1.74953 -1.05885
H -1.17975 1.08276 3.78420
H -0.50144 -0.44139 3.48208
H -1.17878 1.52177 -1.08697
H 0.65465 -0.21815 -2.20590
H -0.98335 -0.20330 -2.56853
H -0.19010 1.01632 -3.35436
*
```

Values from the calculation:
HOMO (alpha / beta): -18.55 / -18.55 eV
total energy: -13739.6780 eV

Atomic partial charges in e from the Mulliken method, atoms 1 to 6: atom 1 (C): -0.6190, atom 2 (C): 0.7839, atom 3 (N): 0.2898, atom 4 (N): -0.5613, atom 5 (N): 1.0152, atom 6 (N): -0.7247



Here is a 2-piece molecular cluster, C2H9NO overall from the OMol25 dataset. Energies are from wB97M-V/def2-TZVPD.

```
! wB97M-V def2-TZVPD RIJCOSX def2/J DEFGRID3
* xyz 0 1
C 2.07307 -0.53035 0.74598
N 1.61156 0.21581 -0.45814
H 1.37337 -1.42820 0.81363
H 3.06654 -1.02134 0.67665
H 1.85893 0.27584 1.60733
H 1.76755 1.18042 -0.16386
H 2.16826 -0.01271 -1.29795
C -2.11595 -0.15828 0.29696
O -1.71099 0.55731 -0.72235
H -3.14683 -0.18155 0.40286
H -2.23471 -1.29051 0.10401
H -1.38791 0.18325 1.25921
H -0.80084 0.45734 -0.67374
*
```

Values from the calculation:
SMILES string: CN.CO
HOMO: -9.53 eV
total energy: -5755.1155 eV

Atomic partial charges in e from the Mulliken method, atoms 1 to 6: atom 1 (C): -0.6332, atom 2 (N): -0.5209, atom 3 (H): 0.1939, atom 4 (H): 0.2597, atom 5 (H): 0.2527, atom 6 (H): 0.2498



Ordered largest force on an atom results: 0.10596 0.06872 0.07585 0.07618 0.09387 0.10574; unit Eh/bohr.
Ordered relative energy (zero: lowest compared OMol25 entry of this formula, charge and spin) results: 424.0 316.4 284.4 429.4 617.8 232.3; unit kJ/mol.